{
  "formula": "C17H32BF9NO5S3",
  "method": "ωB97M-V/def2-TZVPD",
  "species": ["C", "C", "O", "N", "C", "B", "C", "C", "C", "C", "C", "F", "F", "C", "F", "F", "S", "F", "F", "F", "F", "F", "H", "H", "H", "H", "H", "H", "H", "H", "H", "H", "H", "H", "H", "H", "H", "H", "C", "C", "C", "S", "O", "O", "C", "H", "H", "H", "H", "H", "H", "H", "H", "C", "C", "C", "S", "O", "O", "C", "H", "H", "H", "H", "H", "H", "H", "H"],
  "xyz": [[0.22, -1.81, 2.58], [-0.82, -2.61, 1.68], [-1.60, -3.40, 2.28], [-0.93, -2.52, 0.23], [-1.91, -1.49, -0.20], [0.43, -2.39, -0.47], [1.04, -3.90, -0.75], [2.63, -3.88, -0.85], [3.20, -3.03, -2.08], [4.50, -2.24, -1.57], [4.37, -0.65, -1.76], [3.18, -0.13, -1.23], [4.24, -0.48, -3.18], [5.68, 0.16, -1.37], [6.81, -0.55, -1.81], [5.67, 1.36, -2.14], [5.85, 0.68, 0.42], [4.62, 1.78, 0.33], [6.98, 1.84, -0.05], [7.16, -0.37, 0.57], [4.90, -0.53, 1.00], [6.10, 1.18, 1.98], [1.20, -2.40, 2.55], [0.46, -0.77, 2.21], [-0.10, -1.78, 3.67], [-2.74, -1.34, 0.55], [-2.38, -1.87, -1.18], [-1.45, -0.48, -0.42], [0.21, -1.91, -1.57], [1.20, -1.64, 0.06], [0.57, -4.30, -1.71], [0.74, -4.61, 0.11], [3.02, -4.96, -0.95], [3.02, -3.52, 0.16], [2.44, -2.38, -2.60], [3.57, -3.79, -2.85], [4.82, -2.54, -0.52], [5.36, -2.54, -2.26], [0.17, 3.49, 0.15], [0.85, 3.34, -1.21], [-0.13, 2.62, -2.14], [-1.77, 3.03, -1.55], [-2.39, 1.82, -1.06], [-2.42, 3.90, -2.50], [-1.24, 3.99, -0.14], [0.71, 4.17, 0.81], [0.12, 2.51, 0.65], [1.08, 4.33, -1.61], [1.80, 2.79, -1.13], [-0.02, 2.96, -3.17], [-0.01, 1.54, -2.09], [-1.93, 3.85, 0.69], [-1.22, 5.04, -0.45], [-6.25, 0.84, 2.90], [-6.63, 1.88, 1.84], [-5.46, 2.00, 0.87], [-4.63, 0.41, 0.90], [-3.31, 0.60, 1.47], [-4.84, -0.26, -0.36], [-5.67, -0.34, 2.14], [-7.11, 0.54, 3.51], [-5.50, 1.26, 3.58], [-7.52, 1.54, 1.30], [-6.87, 2.85, 2.29], [-5.79, 2.21, -0.14], [-4.74, 2.76, 1.20], [-5.08, -1.01, 2.76], [-6.45, -0.89, 1.62]],
  "de_lowest_ev": 2.589,
  "lumo_ev": 0.96,
  "orbital_gap_ev": 4.76,
  "homo_energy_ev": -3.8043,
  "charge": -1
}